This record from the OMol25 dataset describes C6H20B2O2Rb as an isolated structure in a non-equilibrium geometry. The level of theory is the ωB97M-V functional and the def2-TZVPD basis.

Geometry as XYZ:
```
31
Properties=species:S:1:pos:R:3:forces:R:3:mulliken_charge:R:1
Rb -0.22102 -0.16685 -0.48835 0.3523 -0.2844 0.2570 0.45
B 1.81123 1.55176 -1.96451 0.6999 0.8100 -0.4582 0.37
H 2.41901 0.88041 -1.17397 -0.0122 -0.2594 0.4640 -0.23
H 1.60436 2.68223 -1.53944 -0.2705 0.2274 0.4141 -0.30
H 2.53687 1.73434 -2.92397 0.0679 -0.0919 -0.2404 -0.22
H 0.80024 1.02877 -2.32769 -0.4499 0.0062 -0.4446 -0.41
B 1.29623 -2.60402 -1.60059 0.4913 -0.1735 -0.0556 0.72
H 1.60004 -3.57940 -2.25864 -0.0174 -0.2978 0.0133 -0.26
H 2.12179 -2.37590 -0.73421 0.1892 0.0006 0.1706 -0.23
H 1.24774 -1.65099 -2.33141 -0.1776 0.3349 -0.2547 -0.28
H 0.24339 -2.76165 -1.03305 -0.7340 -0.2632 0.1343 -0.58
C -1.63875 -3.21002 1.05465 -0.0586 0.1511 0.4017 -1.02
C -0.47932 -3.01347 1.99581 0.3120 -0.1822 0.0527 1.03
O 0.15898 -1.98857 2.00995 -0.1701 0.2169 0.1036 -0.50
C -0.11637 -4.16687 2.91381 -0.0425 0.3179 -0.4446 -1.17
H -1.94752 -2.22300 0.72218 -0.1657 -0.0928 -0.1884 0.06
H -2.46822 -3.70490 1.56496 0.0068 -0.0665 -0.0759 0.40
H -1.30998 -3.80149 0.20030 0.0147 0.0273 -0.0300 0.26
H -0.87826 -4.25559 3.68999 -0.0122 -0.1319 -0.0041 0.31
H 0.85395 -3.96372 3.35685 0.0094 -0.0720 0.0541 0.32
H -0.08799 -5.07772 2.31427 -0.0128 -0.1224 0.1840 0.33
C -0.39665 4.47544 1.02653 0.0005 -0.4024 -0.1718 -1.04
C -0.97261 3.50181 0.01935 0.2397 -0.3522 -0.0396 0.82
O -1.28349 2.37491 0.35698 -0.1528 0.4142 -0.0093 -0.56
C -1.05869 3.97745 -1.40089 0.0796 0.0117 -0.0518 -1.12
H 0.65808 4.21420 1.14393 0.0196 0.0039 -0.0790 0.26
H -0.88194 4.31004 1.98650 -0.0314 0.2277 0.0192 0.33
H -0.45393 5.50102 0.66887 -0.0956 0.0680 0.1842 0.32
H -1.32182 3.17397 -2.08205 -0.1096 -0.0654 0.0838 0.23
H -0.06758 4.32940 -1.69323 -0.0064 0.0657 0.0083 0.33
H -1.76773 4.80841 -1.47295 0.0364 -0.0255 0.0031 0.39
```
Positions in Å, forces in eV/Å.

Total charge: -1
LUMO level (Eh): 0.079

***

This record from the OMol25 dataset describes C6H20BClHfO6S2 as an isolated structure in a non-equilibrium geometry. The level of theory is the ωB97M-V functional and the def2-TZVPD basis.

Geometry as XYZ:
```
37
Properties=species:S:1:pos:R:3:forces:R:3:mulliken_charge:R:1
Hf 3.25600 1.29000 -0.63666 -5.1778 -3.6631 1.5378 1.10
B 3.68680 -0.00630 1.34683 0.0853 0.3764 -0.0775 0.52
H 3.81805 -0.79511 2.19529 -0.0228 -0.3400 0.3767 0.11
H 4.72707 0.37971 0.99608 1.7930 1.2203 -1.3348 -0.09
H 3.15781 -0.50227 0.43401 -0.9735 -0.6085 -2.0209 -0.03
H 3.03373 0.88110 1.76162 -1.1991 1.8058 -0.1837 -0.01
Cl 1.32830 -0.28217 -1.37972 3.0464 1.8785 0.7194 -0.24
O -1.25273 -2.68285 5.08140 0.0354 0.2831 0.0085 -0.58
S -1.75516 -2.62620 3.75490 -0.0402 -1.2804 -0.1814 1.17
O -2.19786 -1.41373 3.13791 0.0883 0.1419 0.0252 -0.62
O -0.56569 -3.25357 2.82583 -0.3052 1.1214 0.5091 -0.32
C -0.56063 -2.79488 1.46224 -0.2632 -1.1745 -0.0574 -0.21
C 0.65983 -3.42687 0.78056 -1.0710 0.8185 -0.7322 -0.66
C -3.01122 -3.88369 3.55433 -0.1762 0.1413 -0.5592 -0.87
H -0.59907 -1.71226 1.34908 0.1749 0.0412 0.5336 0.30
H -1.49352 -3.18287 1.04149 0.1211 0.1620 -0.4223 0.29
H 0.98995 -2.66777 0.06527 0.5525 -0.1471 0.0916 -0.07
H 0.31985 -4.24391 0.14766 0.3476 -0.3987 0.3381 0.32
H 1.43610 -3.70653 1.48415 0.0230 -0.0489 -0.0451 0.30
H -4.01127 -3.46628 3.65470 0.1618 0.2798 0.3771 0.35
H -2.85892 -4.70402 4.24786 0.1834 0.0926 0.0593 0.33
H -2.96846 -4.24134 2.52517 0.2050 -0.0712 0.0348 0.29
O 0.53687 4.67536 -0.47593 0.5490 -0.6375 0.6189 -0.55
S 0.67715 3.80408 -1.57432 -2.1791 2.3904 -0.9387 1.32
O 1.59305 2.61786 -1.43822 2.6406 -1.2627 1.1294 -0.33
O -0.75256 3.31472 -1.95788 1.1787 -0.0989 0.7138 -0.23
C -0.93016 2.30518 -2.99121 -0.1324 -1.4661 -0.7848 0.00
C -2.32764 1.71063 -2.91159 0.5706 0.2395 -0.1462 -1.29
C 1.16912 4.73916 -2.99464 0.6014 0.2957 -0.4413 -0.91
H -0.16180 1.54323 -2.84937 -0.0376 0.0416 0.0499 0.13
H -0.79773 2.74392 -3.98224 0.1195 0.3006 0.1807 0.33
H -2.99614 2.51325 -3.21365 -0.5312 -0.2972 0.3971 0.34
H -2.53643 1.23762 -1.95489 -0.1608 0.4932 0.2087 0.36
H -2.41194 0.89397 -3.62985 0.1498 0.2078 -0.2721 0.39
H 0.39494 4.63106 -3.75050 0.1992 -0.2141 -0.1531 0.32
H 2.17131 4.51081 -3.35379 -0.1812 -0.5131 -0.1354 0.36
H 1.23303 5.80097 -2.75193 -0.3754 -0.1096 0.5763 0.38
```
Positions in Å, forces in eV/Å.

Total charge: +2
LUMO level (Eh): -0.432

***

This record from the OMol25 dataset describes a 4-piece molecular cluster, C6H20BrN6O7P2S overall in a non-equilibrium geometry. The level of theory is the ωB97M-V functional and the def2-TZVPD basis.

Geometry as XYZ:
```
43
Properties=species:S:1:pos:R:3:forces:R:3:mulliken_charge:R:1
O -1.60665 1.19037 1.25631 -0.0602 -0.2282 -0.1905 -0.43
C -2.34734 1.13721 0.32347 0.5884 0.1123 0.7268 0.07
O -3.28970 0.15231 0.17364 0.1900 0.2744 -0.7430 -0.37
C -2.80249 -1.14847 -0.15890 -0.2245 -0.2574 0.2853 -0.34
C -1.64083 -1.18031 -1.14266 -0.0892 -0.4694 -0.1885 -1.07
S -0.01210 -1.17320 -0.32099 0.2123 0.7697 0.5507 0.23
P 1.27844 -0.68817 -2.05125 -0.0270 0.4824 -1.0352 0.78
O 0.40985 -0.63268 -3.23981 -0.0643 -0.1073 0.1395 -0.62
P 0.55142 -3.18930 0.33811 0.0779 -0.2066 -0.1521 0.42
O -0.51438 -3.94784 -0.61956 0.0066 -0.1935 0.3018 -0.41
Br -0.49107 -3.18289 2.29613 -0.0031 0.0414 -0.0450 -0.18
H -2.31950 1.89357 -0.46846 -0.4291 -0.0119 -0.1297 0.47
H -3.63375 -1.65809 -0.64231 -0.0911 0.1111 -0.0058 0.35
H -2.57998 -1.70926 0.75034 0.1143 0.0677 0.0283 0.13
H -1.63444 -0.35761 -1.85678 0.0933 0.1081 0.0719 0.64
H -1.69295 -2.08876 -1.73980 0.0444 -0.0451 0.0491 0.69
H 1.80185 0.54645 -1.61882 0.1099 -0.1297 0.3529 0.14
H 2.27410 -1.66429 -2.01076 -0.0563 -0.1052 0.2404 0.05
H -0.77333 -4.80160 -0.23599 -0.1053 -0.0269 -0.2627 0.35
C -6.09988 2.88729 2.09370 0.0408 -0.0103 0.0016 0.49
O -6.84746 3.84250 2.07232 -0.0131 0.0139 -0.0029 -0.63
N -6.01290 2.03811 3.16360 -0.0089 -0.0062 0.0026 -0.33
N -5.27511 2.58004 1.03798 0.0720 0.0631 -0.0076 -0.28
H -5.39918 1.24723 3.19567 0.0093 0.0092 -0.0117 0.16
H -6.60174 2.23498 3.95111 -0.0015 0.0083 -0.0043 0.21
H -5.31953 3.18509 0.23965 -0.0486 0.0021 0.0042 0.18
H -4.65322 1.79592 1.03016 -0.2031 -0.0930 0.0422 0.30
C 3.19723 3.18318 -0.64520 0.0609 0.1324 0.0617 0.59
O 2.37823 2.27282 -0.55524 -0.0748 -0.2333 -0.1657 -0.62
N 2.94318 4.42331 -0.15230 -0.0260 -0.0291 -0.0149 -0.41
N 4.41290 3.01507 -1.23641 -0.0653 -0.0251 -0.0168 -0.35
H 3.59351 5.18423 -0.20727 0.0081 -0.0087 0.0022 0.16
H 2.05623 4.57080 0.29245 0.0036 -0.0015 0.0063 0.22
H 4.63384 2.10625 -1.59598 0.0212 -0.0033 0.0227 0.20
H 5.09306 3.74731 -1.31531 -0.0072 0.0064 0.0090 0.17
C 4.30857 -2.83330 -0.14614 0.1576 0.0638 0.1241 0.63
O 3.58319 -1.86076 -0.36434 -0.1399 -0.0812 -0.0246 -0.59
N 4.31511 -3.46291 1.05755 -0.1297 -0.0742 -0.0639 -0.38
N 5.14945 -3.33096 -1.08807 -0.0986 -0.0298 -0.0274 -0.39
H 4.90660 -4.24545 1.26762 0.0352 0.0314 0.0094 0.17
H 3.72664 -3.09094 1.77954 0.0691 0.0475 0.0361 0.22
H 5.17882 -2.87318 -1.98000 0.0337 0.0125 0.0077 0.22
H 5.75529 -4.11408 -0.92701 0.0182 0.0194 0.0156 0.16
```
Positions in Å, forces in eV/Å.

Total charge: +1
LUMO level (Eh): -0.135

***

Across the entries above, HOMO level takes the values -0.1862, -0.5525, -0.4215 Eh, respectively.
Across the entries above, E_tot takes the values -12648.940, -54984.888, -129271.870 eV, respectively.